1.
{"formula": "H27O13", "method": "ωB97M-V/def2-TZVPD", "total_charge": 1, "homo_ev": -13.62, "lumo_energy_ev": -3.396, "de_lowest_kcal_mol": 108.8, "gap_ha": 0.3758, "symbols": ["O", "H", "H", "O", "H", "H", "O", "H", "O", "H", "H", "O", "H", "H", "O", "H", "H", "O", "H", "H", "O", "H", "H", "O", "H", "H", "O", "H", "H", "O", "H", "H", "O", "H", "H", "O", "H", "H", "H", "H"], "positions_angstrom": [[0.09278, 4.47332, 1.25447], [0.19686, -2.66093, -3.23514], [-1.76777, -0.60897, -0.41903], [-2.76622, 2.62521, -2.13070], [-1.07500, -3.23840, -3.10488], [0.37808, -3.68654, 2.06060], [-0.63186, 1.15334, -2.61496], [-2.00188, 2.31264, -2.69728], [0.10194, -4.11909, 1.24210], [-2.65477, -1.65113, 0.39300], [0.76745, -4.42381, 0.62282], [-1.58559, -1.52372, 0.01218], [0.59138, 3.74521, 1.59592], [0.66902, -0.76357, -0.28844], [0.66328, 0.03833, 0.29987], [-2.50462, 3.54881, -2.12334], [1.00112, 0.68118, -0.26628], [-1.47158, 0.69171, 1.91902], [-3.01786, 1.51291, -0.39441], [-1.28248, 0.60090, 2.79443], [2.61859, -3.31847, 0.40643], [3.47502, -3.08616, 0.02641], [-1.37008, -0.99551, 0.71255], [2.73558, 0.20486, 2.47552], [2.97265, -1.50336, -2.12004], [2.01126, -0.40786, 2.15230], [0.82696, 2.49522, 2.76174], [0.38573, 2.90913, 3.46823], [1.73671, 2.41315, 3.03339], [-0.69824, -2.37093, -3.27732], [2.67277, -3.46312, 1.37379], [-0.68884, 4.17448, 0.96924], [2.28436, -0.98938, -2.03005], [2.55264, 0.83513, 1.74476], [-0.72867, 0.96917, 1.47682], [-3.03587, 0.58730, 0.04383], [-0.63692, 0.84430, -3.48672], [-2.87914, 0.84513, 0.92372], [1.88148, -0.65744, -2.88503], [0.18169, 1.80695, -2.68950]], "atomic_forces_ev_per_a": [[4.0, 3.0, 0.8], [1.6, 0.3, -0.1], [-0.8, -0.2, -1.4], [1.3, 0.1, -0.9], [-1.0, 0.0, -0.1], [0.7, -0.5, -0.7], [3.3, 2.8, 1.5], [-1.3, -0.4, 1.1], [-1.7, 0.1, 0.2], [3.6, -0.1, -1.9], [0.7, 0.4, 0.6], [-5.9, -1.4, -1.9], [0.3, -0.7, 0.4], [0.5, 0.8, 0.7], [-1.1, -2.8, 0.5], [-0.6, 0.6, 0.4], [1.0, 1.9, -1.6], [-3.6, -1.2, -1.5], [-0.2, -2.0, -0.2], [1.0, -0.2, 3.9], [-0.4, 0.0, 0.3], [0.0, -0.2, 0.7], [2.6, 2.1, 5.4], [-1.9, -0.4, -1.7], [5.6, -4.1, -1.4], [1.2, 0.4, 1.0], [0.5, -1.2, -1.3], [-0.9, 1.0, 1.5], [0.6, -0.3, 0.4], [-0.7, -0.2, 0.2], [0.6, 0.3, -1.0], [-4.6, -1.8, -1.6], [-7.1, 5.2, 0.0], [0.8, 0.0, 0.7], [3.1, 1.1, -1.4], [-0.5, 1.7, -3.3], [-0.4, -1.3, -2.3], [0.4, 0.2, 2.2], [1.3, -1.0, 1.4], [-2.4, -1.8, 0.6]]}

2.
{"formula": "C4H15NO3", "method": "ωB97M-V/def2-TZVPD", "homo_ev": -7.74, "lumo_energy_ev": -4.422, "de_lowest_kcal_mol": 200.3, "gap_ha": 0.1218, "symbols": ["C", "C", "N", "C", "C", "H", "H", "H", "H", "H", "H", "H", "H", "H", "H", "H", "O", "H", "H", "O", "H", "H", "O"], "positions_angstrom": [[2.94707, 1.04712, -1.49432], [2.48356, -0.26604, -1.80402], [1.51001, -0.95802, -0.56098], [0.39527, -0.21702, -0.09351], [0.01112, -0.56053, 1.36019], [2.13422, 1.72516, -1.86656], [3.88109, 1.24138, -0.96454], [2.94416, -1.27330, -2.09397], [2.32029, -0.61296, 0.09411], [-0.48008, -0.40769, -0.72039], [0.54558, 0.86288, 0.00403], [0.81493, -0.76412, 1.97051], [-0.71450, -1.49688, 1.25556], [-0.59122, 0.29181, 1.76392], [-2.06109, 1.24923, 0.13961], [-1.94167, 2.81875, -0.52180], [-1.52851, 2.17311, 0.11565], [-2.66314, -0.77792, 1.54093], [-3.21237, -2.08060, 2.29316], [-2.78150, -1.18567, 2.48248], [1.70567, -0.04364, -2.51748], [-3.23959, -0.39699, -0.54057], [-2.47932, -0.36806, 0.15800]], "atomic_forces_ev_per_a": [[-1.2, -2.3, -0.3], [-0.6, -1.0, -2.4], [3.6, 2.8, 2.2], [-1.4, 0.9, -0.3], [-3.8, -1.7, -1.4], [1.5, 0.3, 1.2], [-0.3, 0.5, -0.3], [0.4, 2.1, 0.8], [-1.9, -1.9, -0.2], [0.0, 0.2, 0.1], [-0.1, -0.1, -0.5], [1.9, -0.5, 1.4], [1.7, 2.1, 0.7], [0.5, -0.9, -0.4], [0.6, 1.1, -0.3], [0.4, -1.4, 1.1], [-1.0, -0.2, -0.8], [-0.6, -0.4, 0.3], [0.9, 2.0, 0.4], [-0.8, -1.9, -0.2], [-0.4, -0.7, -0.5], [2.0, 0.0, 2.2], [-1.8, 0.8, -2.9]]}

3.
{"formula": "C3H4N2O2", "method": "ωB97M-V/def2-TZVPD", "homo_ev": -8.95, "lumo_energy_ev": 0.323, "de_lowest_kcal_mol": 107.5, "gap_ha": 0.3407, "symbols": ["O", "C", "N", "C", "O", "C", "N", "H", "H", "H", "H"], "positions_angstrom": [[-2.40640, 0.60720, -0.23121], [-1.14459, 0.16368, -0.39695], [-0.12154, 0.99109, -0.08252], [0.99514, 0.29172, -0.21542], [2.30899, 0.76256, -0.15112], [1.14294, -0.99583, -0.59062], [-0.89615, -1.04265, -0.83253], [-2.35168, 1.46575, 0.22124], [2.51760, 1.05672, -1.05127], [1.72276, -1.72406, -0.00476], [-1.74948, -1.53240, -1.14407]], "atomic_forces_ev_per_a": [[0.4, 0.0, -0.1], [0.6, 0.0, 0.2], [0.3, 0.0, 0.0], [0.6, 0.2, -0.4], [-0.7, 1.1, 0.3], [-2.4, -0.8, -0.5], [0.8, 0.1, 0.8], [0.1, -0.2, -0.3], [0.1, 0.0, 0.3], [-0.9, -0.2, -0.6], [1.0, -0.2, 0.2]]}

Please write out number 1 again, unchanged.
{"formula": "H27O13", "method": "ωB97M-V/def2-TZVPD", "total_charge": 1, "homo_ev": -13.62, "lumo_energy_ev": -3.396, "de_lowest_kcal_mol": 108.8, "gap_ha": 0.3758, "symbols": ["O", "H", "H", "O", "H", "H", "O", "H", "O", "H", "H", "O", "H", "H", "O", "H", "H", "O", "H", "H", "O", "H", "H", "O", "H", "H", "O", "H", "H", "O", "H", "H", "O", "H", "H", "O", "H", "H", "H", "H"], "positions_angstrom": [[0.09278, 4.47332, 1.25447], [0.19686, -2.66093, -3.23514], [-1.76777, -0.60897, -0.41903], [-2.76622, 2.62521, -2.13070], [-1.07500, -3.23840, -3.10488], [0.37808, -3.68654, 2.06060], [-0.63186, 1.15334, -2.61496], [-2.00188, 2.31264, -2.69728], [0.10194, -4.11909, 1.24210], [-2.65477, -1.65113, 0.39300], [0.76745, -4.42381, 0.62282], [-1.58559, -1.52372, 0.01218], [0.59138, 3.74521, 1.59592], [0.66902, -0.76357, -0.28844], [0.66328, 0.03833, 0.29987], [-2.50462, 3.54881, -2.12334], [1.00112, 0.68118, -0.26628], [-1.47158, 0.69171, 1.91902], [-3.01786, 1.51291, -0.39441], [-1.28248, 0.60090, 2.79443], [2.61859, -3.31847, 0.40643], [3.47502, -3.08616, 0.02641], [-1.37008, -0.99551, 0.71255], [2.73558, 0.20486, 2.47552], [2.97265, -1.50336, -2.12004], [2.01126, -0.40786, 2.15230], [0.82696, 2.49522, 2.76174], [0.38573, 2.90913, 3.46823], [1.73671, 2.41315, 3.03339], [-0.69824, -2.37093, -3.27732], [2.67277, -3.46312, 1.37379], [-0.68884, 4.17448, 0.96924], [2.28436, -0.98938, -2.03005], [2.55264, 0.83513, 1.74476], [-0.72867, 0.96917, 1.47682], [-3.03587, 0.58730, 0.04383], [-0.63692, 0.84430, -3.48672], [-2.87914, 0.84513, 0.92372], [1.88148, -0.65744, -2.88503], [0.18169, 1.80695, -2.68950]], "atomic_forces_ev_per_a": [[4.0, 3.0, 0.8], [1.6, 0.3, -0.1], [-0.8, -0.2, -1.4], [1.3, 0.1, -0.9], [-1.0, 0.0, -0.1], [0.7, -0.5, -0.7], [3.3, 2.8, 1.5], [-1.3, -0.4, 1.1], [-1.7, 0.1, 0.2], [3.6, -0.1, -1.9], [0.7, 0.4, 0.6], [-5.9, -1.4, -1.9], [0.3, -0.7, 0.4], [0.5, 0.8, 0.7], [-1.1, -2.8, 0.5], [-0.6, 0.6, 0.4], [1.0, 1.9, -1.6], [-3.6, -1.2, -1.5], [-0.2, -2.0, -0.2], [1.0, -0.2, 3.9], [-0.4, 0.0, 0.3], [0.0, -0.2, 0.7], [2.6, 2.1, 5.4], [-1.9, -0.4, -1.7], [5.6, -4.1, -1.4], [1.2, 0.4, 1.0], [0.5, -1.2, -1.3], [-0.9, 1.0, 1.5], [0.6, -0.3, 0.4], [-0.7, -0.2, 0.2], [0.6, 0.3, -1.0], [-4.6, -1.8, -1.6], [-7.1, 5.2, 0.0], [0.8, 0.0, 0.7], [3.1, 1.1, -1.4], [-0.5, 1.7, -3.3], [-0.4, -1.3, -2.3], [0.4, 0.2, 2.2], [1.3, -1.0, 1.4], [-2.4, -1.8, 0.6]]}